1.
A structure of composition C31H44GeN5SY. Source: the OMol25 dataset; level of theory: the ωB97M-V functional and the def2-TZVPD basis.

Properties
- total charge = +3
- frontier orbital gap (spin up / spin down) (Eh) = 0.263 / 0.279
- spin multiplicity = 2

Positions of all 83 atoms, in Å:
Y 0.398 -1.410 0.550
C 1.360 -4.462 -0.280
C 0.726 -4.074 -1.622
C 1.358 -2.882 -2.296
C 1.862 -2.961 -3.585
C 2.445 -1.844 -4.163
C 2.520 -0.663 -3.436
C 1.995 -0.654 -2.162
N 1.421 -1.731 -1.600
N 0.716 -3.806 0.901
C -0.562 -4.490 1.211
C -1.498 -3.639 2.032
C -2.527 -4.215 2.758
C -3.413 -3.393 3.436
C -3.244 -2.015 3.373
C -2.195 -1.516 2.633
N -1.332 -2.307 1.967
C 1.609 -3.930 2.084
C 2.809 -3.020 2.011
C 4.024 -3.393 2.560
C 5.086 -2.502 2.511
C 4.905 -1.265 1.909
C 3.665 -0.966 1.386
N 2.629 -1.819 1.435
H 2.416 -4.189 -0.276
H 1.304 -5.544 -0.134
H -0.350 -3.894 -1.504
H 0.794 -4.926 -2.297
H 1.799 -3.894 -4.129
H 2.842 -1.895 -5.168
H 2.974 0.225 -3.849
H 2.030 0.256 -1.565
H -0.365 -5.433 1.732
H -1.055 -4.752 0.273
H -2.632 -5.291 2.792
H -4.225 -3.821 4.009
H -3.913 -1.343 3.891
H -2.024 -0.449 2.558
H 1.943 -4.967 2.189
H 1.025 -3.692 2.978
H 4.140 -4.367 3.015
H 6.045 -2.774 2.933
H 5.710 -0.547 1.844
H 3.483 -0.009 0.909
C -3.075 4.789 -4.600
C -2.766 3.442 -3.962
C -3.515 3.233 -2.651
C -3.320 1.838 -2.047
Ge -1.434 1.374 -1.869
C -0.386 2.522 -0.688
C 0.023 3.854 -1.335
C 0.722 4.792 -0.353
C -0.214 5.370 0.701
H -2.519 4.932 -5.525
H -2.821 5.608 -3.925
H -4.136 4.869 -4.834
H -1.682 3.366 -3.787
H -3.015 2.632 -4.656
H -4.584 3.391 -2.814
H -3.210 3.994 -1.926
H -3.805 1.072 -2.658
H -3.774 1.785 -1.054
H -0.684 0.980 -3.146
H 0.524 2.007 -0.354
H -0.994 2.700 0.204
H -0.854 4.358 -1.749
H 0.683 3.648 -2.183
H 1.174 5.615 -0.908
H 1.559 4.258 0.116
H -1.016 5.943 0.235
H 0.314 6.044 1.375
H -0.697 4.599 1.310
S -2.504 -1.632 -1.259
C -1.469 -0.497 -0.962
C -0.656 3.081 4.029
C 0.693 2.703 3.408
C 0.612 1.494 2.606
N 0.548 0.536 1.972
H -0.529 3.989 4.613
H -1.017 2.299 4.695
H -1.402 3.275 3.260
H 1.462 2.520 4.163
H 1.066 3.484 2.739


2.
A structure of composition C31H44MgN4OP2 in a non-equilibrium geometry. Source: the OMol25 dataset; level of theory: the ωB97M-V functional and the def2-TZVPD basis.

Properties
- frontier orbital gap (Eh) = 0.274

Positions of all 83 atoms, in Å:
Mg 0.869 -0.050 -1.141
C -1.135 -1.241 1.653
C -1.795 -1.620 0.559
C -3.112 -1.089 0.078
C -3.046 0.152 -0.860
C -2.183 1.297 -0.416
C -1.874 1.648 0.836
C -2.356 1.021 2.105
C -1.526 -0.181 2.637
C 1.186 1.859 -1.806
H -0.198 -1.762 1.892
H -1.342 -2.375 -0.104
H -3.758 -0.862 0.937
H -3.598 -1.908 -0.488
H -2.727 -0.185 -1.865
H -4.075 0.542 -1.005
H -1.843 1.952 -1.233
H -1.131 2.446 0.970
H -3.413 0.743 2.019
H -2.291 1.811 2.877
H -0.600 0.212 3.092
H -2.072 -0.680 3.460
H 2.190 2.090 -1.446
H 0.466 2.598 -1.404
H 1.172 1.765 -2.912
P -7.758 1.101 -3.268
P -7.501 -1.948 -2.610
N -8.024 2.575 -2.343
N -8.468 1.788 -4.769
N -7.749 -2.161 -0.863
N -7.846 -3.638 -3.013
C -9.305 0.212 -2.712
C -9.198 -1.286 -3.000
C -7.067 3.050 -1.431
C -7.629 4.106 -0.732
C -8.966 4.287 -1.207
C -9.194 3.328 -2.184
C -7.713 1.904 -5.947
C -8.549 2.333 -6.975
C -9.864 2.486 -6.434
C -9.785 2.148 -5.083
C -6.710 -1.904 0.043
C -7.212 -1.989 1.329
C -8.604 -2.299 1.233
C -8.911 -2.394 -0.119
C -8.812 -4.520 -2.509
C -8.851 -5.649 -3.321
C -7.911 -5.443 -4.383
C -7.327 -4.200 -4.194
H -10.198 0.591 -3.225
H -9.408 0.408 -1.632
H -9.956 -1.835 -2.431
H -9.358 -1.512 -4.069
H -6.101 2.570 -1.385
H -7.140 4.685 0.031
H -9.678 5.027 -0.884
H -10.084 3.115 -2.758
H -6.660 1.670 -5.925
H -8.254 2.515 -7.998
H -10.761 2.802 -6.949
H -10.572 2.136 -4.339
H -5.725 -1.684 -0.340
H -6.649 -1.850 2.237
H -9.303 -2.443 2.039
H -9.856 -2.613 -0.603
H -9.380 -4.279 -1.622
H -9.475 -6.515 -3.161
H -7.697 -6.127 -5.190
H -6.593 -3.650 -4.763
C 3.497 -1.152 2.043
C 3.101 -0.148 0.964
C 3.355 1.229 1.575
C 3.971 -0.454 -0.248
O 1.753 -0.273 0.576
H 4.571 -1.006 2.255
H 3.365 -2.188 1.713
H 2.955 -0.996 2.983
H 4.420 1.345 1.835
H 3.066 2.051 0.908
H 2.776 1.330 2.511
H 3.779 -1.495 -0.568
H 3.747 0.201 -1.102
H 5.039 -0.367 0.003


3.
A structure of composition C31H44N4OOsP2 in a non-equilibrium geometry. Source: the OMol25 dataset; level of theory: the ωB97M-V functional and the def2-TZVPD basis.

Properties
- total charge = +2
- frontier orbital gap (spin up / spin down) (Eh) = 0.280 / 0.103
- spin multiplicity = 5

Positions of all 83 atoms, in Å:
Os 0.011 -0.334 -0.458
C 4.211 -6.686 -1.186
C 4.875 -5.591 -0.793
C 6.035 -5.020 -1.553
C 5.850 -4.934 -3.087
C 4.450 -4.586 -3.527
C 3.521 -5.514 -3.791
C 3.792 -7.007 -3.693
C 4.541 -7.477 -2.430
C -1.720 0.058 -1.499
H 3.450 -7.162 -0.556
H 4.740 -5.186 0.210
H 6.941 -5.620 -1.351
H 6.254 -4.009 -1.181
H 6.538 -4.154 -3.454
H 6.195 -5.874 -3.542
H 4.288 -3.528 -3.736
H 2.566 -5.266 -4.264
H 4.367 -7.348 -4.574
H 2.837 -7.555 -3.736
H 4.254 -8.529 -2.253
H 5.625 -7.496 -2.623
H -2.419 -0.408 -0.768
H -1.772 -0.487 -2.449
H -1.957 1.128 -1.626
P 1.343 -0.289 -2.213
P 1.880 -0.788 0.636
N 0.804 -1.280 -3.582
N 1.704 1.267 -3.083
N 1.534 -2.522 0.764
N 2.294 -0.503 2.278
C 3.025 -0.915 -1.863
C 3.382 -0.692 -0.368
C -0.277 -2.155 -3.470
C -0.545 -2.670 -4.733
C 0.430 -2.134 -5.631
C 1.256 -1.286 -4.896
C 0.748 2.090 -3.686
C 1.367 3.299 -4.044
C 2.739 3.199 -3.647
C 2.916 1.958 -3.062
C 0.260 -3.049 0.639
C 0.383 -4.436 0.680
C 1.765 -4.742 0.779
C 2.457 -3.538 0.815
C 3.284 -1.162 3.012
C 3.444 -0.500 4.228
C 2.517 0.601 4.243
C 1.829 0.574 3.037
H 3.783 -0.455 -2.518
H 2.990 -1.996 -2.094
H 4.112 -1.427 0.017
H 3.775 0.331 -0.192
H -0.760 -2.310 -2.514
H -1.351 -3.345 -4.965
H 0.520 -2.343 -6.690
H 2.125 -0.692 -5.182
H -0.275 1.767 -3.784
H 0.877 4.144 -4.495
H 3.498 3.970 -3.743
H 3.795 1.513 -2.603
H -0.595 -2.359 0.509
H -0.438 -5.136 0.665
H 2.229 -5.712 0.827
H 3.515 -3.307 0.869
H 3.772 -2.039 2.607
H 4.150 -0.772 4.996
H 2.389 1.323 5.037
H 1.028 1.175 2.624
C -2.449 0.981 2.851
C -1.576 1.632 1.772
C -2.470 2.252 0.709
C -0.802 2.780 2.433
O -0.690 0.654 1.234
H -3.262 1.653 3.157
H -1.882 0.742 3.756
H -2.898 0.059 2.478
H -3.202 2.913 1.188
H -1.877 2.847 0.009
H -3.012 1.492 0.146
H -0.299 2.494 3.362
H -0.061 3.192 1.742
H -1.488 3.593 2.709


Q: Number 2 is which compound?
A: C31H44MgN4OP2